# 1
{"formula": "C29H45BBrN9O3SW", "method": "ωB97M-V/def2-TZVPD", "species": ["W", "Br", "S", "O", "O", "O", "N", "N", "N", "N", "N", "N", "N", "N", "N", "C", "C", "C", "C", "C", "C", "C", "C", "C", "C", "C", "C", "C", "C", "C", "C", "C", "C", "C", "C", "C", "C", "C", "C", "C", "C", "C", "C", "C", "B", "H", "H", "H", "H", "H", "H", "H", "H", "H", "H", "H", "H", "H", "H", "H", "H", "H", "H", "H", "H", "H", "H", "H", "H", "H", "H", "H", "H", "H", "H", "H", "H", "H", "H", "H", "H", "H", "H", "H", "H", "H", "H", "H", "H", "H"], "xyz": [[0.1396, 0.0142, -0.0564], [-0.9847, -0.2561, 3.5671], [-2.8440, 2.1110, -0.2483], [-0.6376, -2.4508, -1.8721], [-1.9588, 0.8721, -0.1232], [0.5740, 2.0288, -0.8573], [-0.6469, -1.7329, 0.9015], [1.9227, -0.8226, 2.2970], [0.1165, -2.4783, 1.7452], [-0.4920, 1.8734, 1.9143], [-0.6844, -1.0439, -1.7882], [1.7102, 0.2543, 1.4748], [2.0745, -2.2744, 0.2898], [1.8110, -1.2379, -0.5571], [0.1440, 1.0843, -1.6405], [-0.3720, 0.9657, -2.8402], [-3.0794, -1.7089, 0.2409], [-1.0695, -1.0513, -4.2833], [-0.1237, 4.1503, 2.6198], [2.5116, -0.5322, -2.8405], [2.8146, -0.4948, 3.2549], [-0.3468, 3.1769, 1.6507], [-0.4254, 2.0348, -3.8784], [3.2140, -4.4935, 0.2695], [3.2128, -1.3803, 4.3728], [2.4389, -1.5030, -1.7167], [-1.8963, -2.2464, 0.9682], [2.5515, 1.2263, 1.8746], [-0.1118, -4.3481, 3.3831], [-4.2577, 1.5329, -1.2916], [3.0551, -2.7465, -1.6272], [2.8286, 2.4766, 1.1243], [-0.7391, -0.4123, -2.9768], [-0.4844, 1.5304, 3.2014], [3.2273, 0.8047, 3.0167], [-4.0631, 3.5547, 1.7697], [-3.7849, 1.1568, -2.6796], [-0.0100, 3.7250, 3.9435], [-0.2189, 2.3925, 4.2495], [-3.7546, 2.1287, 1.3632], [-0.0405, 5.5926, 2.2586], [2.8014, -3.2111, -0.3459], [-1.9182, -3.3013, 1.8697], [-0.6237, -3.4153, 2.3566], [1.6241, -2.2428, 1.7671], [-0.9261, -4.9613, 3.7582], [-0.8952, 5.8745, 1.6500], [-3.0948, 1.6382, 2.0784], [2.1841, -3.0509, 2.4040], [-3.1544, 4.1018, 2.0075], [-0.0237, 6.2098, 3.1507], [0.8534, 5.8072, 1.6784], [-4.7220, 0.6824, -0.7963], [-4.9665, 2.3581, -1.3234], [0.2053, 4.4290, 4.7317], [3.8816, -4.3164, 1.1099], [-4.6986, 3.5573, 2.6510], [2.9985, 3.3012, 1.8112], [-0.5652, 3.0077, -3.4066], [-3.6140, -1.0273, 0.9057], [-1.2243, 1.8563, -4.5921], [-4.5914, 4.0734, 0.9750], [2.3412, -1.8147, 4.8581], [3.9439, 1.3733, 3.5697], [-1.4602, -2.8203, -1.5143], [-2.7949, -1.1661, -0.6595], [3.7717, -0.8037, 5.1046], [-2.0080, -0.6498, -4.6707], [2.0412, 2.7290, 0.4218], [0.3193, -3.7868, 4.2086], [-1.1586, -2.1301, -4.1806], [-2.7721, -3.8912, 2.1318], [1.8048, -0.7855, -3.6281], [-4.6681, 1.5457, 1.2621], [-4.6129, 0.7551, -3.2573], [-0.2981, -0.8283, -5.0191], [3.7270, -5.0992, -0.4710], [-3.7603, -2.5212, -0.0092], [2.3285, 0.4834, -2.4868], [0.5140, 2.0656, -4.4328], [0.6568, -5.0016, 2.9779], [-0.1879, 2.0226, 5.2636], [2.3466, -5.0410, 0.6338], [3.5077, -0.5679, -3.2780], [3.8473, -2.1954, 4.0306], [3.7531, 2.3250, 0.5642], [-3.0146, 0.3931, -2.6114], [3.6151, -3.2437, -2.3907], [-3.3852, 2.0215, -3.2004], [-0.4065, 3.4559, 0.6071]], "forces_ev_per_angstrom": [[0.171, 0.240, 0.313], [-0.163, 0.258, 0.529], [-0.782, -0.858, 0.539], [0.047, 0.529, -0.426], [0.275, -0.737, -0.241], [0.014, 0.199, -0.494], [-0.464, -0.292, -0.036], [0.239, -0.216, 0.104], [-0.076, -0.440, 0.094], [0.252, 0.153, 0.489], [-0.045, -0.517, -1.362], [0.074, 0.502, -0.292], [0.407, -0.618, -0.051], [-0.976, -0.044, 0.126], [0.096, 0.065, -0.115], [0.329, 0.374, 0.412], [-0.026, -0.056, -0.058], [0.021, -0.161, 0.324], [-0.083, -0.309, 0.329], [0.054, 0.065, 0.106], [-0.197, 0.455, -0.343], [0.084, 0.088, 0.135], [0.227, 0.019, 0.190], [0.021, 0.038, 0.115], [0.044, -0.249, -0.017], [0.225, -0.279, -0.141], [-0.054, 0.048, 0.160], [-0.011, -0.122, 0.160], [0.192, -0.042, 0.051], [0.501, 0.117, 0.092], [-0.236, 0.421, 0.037], [-0.174, 0.078, -0.089], [0.214, -0.892, 1.289], [-0.146, -0.234, -0.226], [-0.326, -0.121, -0.318], [0.010, 0.016, -0.010], [0.055, 0.069, 0.116], [-0.092, -0.148, -0.373], [0.006, -0.140, -0.120], [0.153, 0.270, -0.218], [0.074, 0.109, -0.142], [-0.248, 0.493, -0.024], [0.181, 0.350, -0.254], [-0.197, 0.399, -0.425], [-0.275, 0.573, -0.331], [0.000, -0.007, 0.027], [-0.104, 0.148, -0.054], [0.090, -0.072, -0.182], [0.148, -0.330, 0.254], [0.073, 0.089, -0.024], [-0.019, 0.119, 0.024], [0.132, 0.044, -0.065], [0.084, 0.025, 0.219], [-0.035, 0.151, 0.129], [0.004, 0.138, 0.081], [0.074, -0.075, 0.067], [-0.066, 0.001, 0.058], [-0.015, 0.082, 0.043], [-0.027, -0.012, -0.049], [-0.018, 0.080, -0.135], [-0.099, -0.019, 0.013], [-0.104, 0.195, -0.036], [-0.045, -0.025, 0.044], [0.201, 0.117, 0.194], [0.002, 0.329, 0.185], [-0.187, -0.061, 0.118], [0.000, -0.002, 0.031], [-0.023, 0.060, 0.029], [0.173, 0.072, 0.103], [0.069, -0.051, 0.142], [-0.011, 0.085, 0.007], [-0.153, -0.167, 0.094], [-0.092, 0.038, -0.107], [0.063, -0.126, -0.137], [-0.091, 0.010, -0.044], [0.050, 0.072, -0.017], [0.040, -0.055, 0.020], [-0.002, -0.058, 0.010], [0.064, -0.100, -0.118], [0.028, 0.043, -0.049], [0.089, -0.066, 0.009], [-0.040, 0.013, 0.010], [-0.018, -0.069, 0.027], [-0.006, -0.001, -0.021], [0.042, -0.083, -0.023], [-0.001, 0.064, -0.070], [-0.016, -0.070, -0.020], [0.208, -0.086, -0.169], [0.060, 0.091, -0.150], [0.082, 0.018, -0.073]], "lumo_ev": [-6.72, -6.72], "charge": 2}

---

# 2
{"formula": "C29H45F4N4O2SSeSiTi", "method": "ωB97M-V/def2-TZVPD", "species": ["Se", "Ti", "S", "Si", "F", "F", "F", "F", "O", "O", "N", "N", "N", "N", "C", "C", "C", "C", "C", "C", "C", "C", "C", "C", "C", "C", "C", "C", "C", "C", "C", "C", "C", "C", "C", "C", "C", "C", "C", "C", "C", "C", "C", "H", "H", "H", "H", "H", "H", "H", "H", "H", "H", "H", "H", "H", "H", "H", "H", "H", "H", "H", "H", "H", "H", "H", "H", "H", "H", "H", "H", "H", "H", "H", "H", "H", "H", "H", "H", "H", "H", "H", "H", "H", "H", "H", "H", "H"], "xyz": [[-3.3788, -0.7524, 0.4573], [-0.3437, -0.2709, 0.4872], [1.5452, 1.5034, 0.4428], [-4.9483, -1.7717, -0.7428], [-1.3792, 0.2343, 5.9679], [3.3025, -1.1573, 3.5683], [-1.4170, -0.4608, 3.3737], [3.2576, -0.5593, 6.1287], [4.1937, -1.3282, -2.7051], [2.5113, -0.3356, -1.5952], [-1.3639, 1.6682, 1.2157], [-0.8894, 0.9112, -1.4738], [0.7664, -1.2346, 2.0378], [-0.0918, -2.4487, -0.1941], [5.9645, 3.1249, -1.0392], [1.3304, -2.6958, 0.0980], [-4.2877, -3.0702, -1.9452], [4.5449, 0.8002, -1.6984], [2.0923, -0.9054, 4.1244], [5.2745, 3.0280, -2.2448], [5.2437, 0.8695, -0.4973], [-6.1767, -2.6457, 0.3877], [-1.8723, 2.5544, 0.1585], [-0.2397, -0.4931, 4.0520], [5.2623, -0.2882, 0.4677], [4.5710, 1.8802, -2.5861], [2.0815, -0.5562, 5.4574], [1.1363, 2.3423, -1.1267], [0.9131, -0.9192, 3.3307], [3.6959, -0.4176, -2.0381], [1.8307, -1.9661, 1.3595], [6.7158, 4.3828, -0.6851], [3.8670, 1.7907, -3.9170], [5.9412, 2.0350, -0.1829], [0.8781, 2.6822, 1.6658], [-5.9264, -0.5349, -1.7838], [0.3206, 1.4826, -2.0808], [-0.3413, -2.6552, -1.6188], [0.9394, -0.1706, 6.1271], [-0.5280, 2.3703, 2.1887], [-0.8987, -3.3855, 0.5952], [-0.2234, -0.1416, 5.3757], [-1.9570, 1.8933, -1.2241], [-6.7958, -1.0046, -2.2541], [2.6162, -1.2824, 1.0279], [4.9041, 0.0142, 1.4531], [6.4742, 2.0892, 0.7625], [0.3056, -1.9938, -2.1973], [6.2802, -0.6682, 0.5855], [-1.9553, -3.1762, 0.4475], [5.2840, 3.8693, -2.9333], [-0.6631, -3.2539, 1.6487], [-3.6537, -2.6091, -2.7048], [0.6193, 3.2690, -0.8780], [-1.2505, 0.2019, -2.1013], [0.9478, 0.6559, -2.4035], [4.6436, -1.1105, 0.1141], [-0.6730, -4.4210, 0.3014], [-6.2743, 0.2930, -1.1628], [-5.1066, -3.5811, -2.4611], [-1.9296, 2.6854, -1.9842], [-0.4519, 1.7387, 3.0710], [2.9829, 1.1553, -3.8568], [0.9460, 3.6837, 1.2368], [0.0655, 2.1070, -2.9507], [-3.6929, -3.8231, -1.4240], [3.5697, 2.7790, -4.2739], [1.9088, -2.3431, -0.7539], [2.0800, 2.6035, -1.6085], [6.0489, 5.2477, -0.6649], [2.2995, -2.6948, 2.0235], [-1.3866, -2.4367, -1.8283], [-2.8688, 2.9248, 0.4168], [-5.6864, -3.4597, 0.9256], [-5.2976, -0.1159, -2.5737], [1.4912, -3.7780, 0.2050], [1.5769, 2.6591, 2.5029], [-2.9077, 1.3719, -1.2989], [7.1825, 4.2962, 0.2963], [4.5266, 1.3452, -4.6650], [0.9529, 0.1012, 7.1706], [-0.9919, 3.3153, 2.5054], [7.5023, 4.5943, -1.4130], [-2.1371, 1.2125, 1.6885], [-7.0150, -3.0609, -0.1799], [-0.1314, -3.6924, -1.9154], [-6.5713, -1.9508, 1.1314], [-1.2171, 3.4262, 0.1163]], "forces_ev_per_angstrom": [[0.204, 0.006, 0.043], [-1.088, -0.074, -0.072], [0.123, -0.036, -0.031], [-0.010, -0.010, -0.069], [0.088, -0.036, -0.084], [-0.061, -0.047, -0.029], [0.156, 0.029, 0.189], [-0.149, -0.020, -0.128], [0.122, -0.086, -0.046], [-0.050, -0.135, 0.020], [0.154, 0.017, 0.096], [0.170, 0.148, 0.073], [0.020, -0.104, -0.083], [0.306, -0.119, -0.015], [0.021, 0.003, 0.016], [0.155, -0.085, -0.066], [-0.004, 0.034, 0.050], [0.067, -0.017, -0.025], [-0.018, -0.037, -0.218], [-0.025, -0.011, 0.016], [-0.006, 0.008, 0.038], [0.022, 0.026, -0.015], [0.013, 0.006, -0.105], [-0.031, -0.151, -0.281], [0.026, 0.014, -0.064], [0.010, 0.057, -0.031], [0.125, 0.033, 0.183], [0.051, 0.023, -0.032], [-0.037, 0.276, 0.224], [-0.148, 0.122, 0.065], [0.310, 0.032, 0.108], [-0.024, -0.017, -0.004], [0.004, -0.006, 0.021], [0.006, 0.008, -0.028], [0.096, 0.029, -0.085], [0.023, -0.016, 0.025], [-0.001, 0.061, -0.098], [0.003, 0.027, -0.064], [-0.020, 0.021, 0.045], [-0.097, 0.056, 0.105], [-0.152, 0.009, 0.008], [-0.121, 0.034, 0.109], [-0.029, 0.011, 0.044], [0.011, -0.004, -0.007], [0.093, -0.008, 0.071], [-0.032, -0.004, 0.021], [0.005, 0.004, -0.002], [0.023, 0.002, 0.015], [-0.004, 0.010, 0.016], [-0.033, -0.017, 0.007], [0.001, -0.003, -0.004], [-0.027, 0.009, 0.030], [0.034, 0.014, -0.017], [0.023, 0.002, -0.002], [-0.061, -0.007, 0.030], [0.045, -0.003, -0.021], [0.008, 0.002, 0.004], [0.029, 0.028, -0.031], [-0.011, -0.013, 0.007], [-0.015, 0.011, 0.026], [-0.021, -0.010, -0.027], [0.013, -0.011, -0.023], [-0.007, 0.015, 0.004], [-0.010, -0.039, -0.035], [-0.029, -0.019, 0.007], [0.010, -0.009, -0.001], [0.012, 0.003, 0.006], [0.011, 0.013, -0.003], [-0.023, -0.061, 0.008], [0.010, 0.011, 0.003], [0.007, -0.033, 0.083], [-0.120, 0.002, -0.022], [0.007, 0.029, 0.001], [0.007, 0.006, 0.002], [0.006, 0.001, 0.009], [-0.017, 0.011, -0.074], [-0.002, 0.020, 0.001], [0.025, -0.047, 0.031], [0.000, 0.002, 0.002], [-0.017, -0.018, -0.003], [-0.001, 0.000, 0.003], [-0.027, -0.030, 0.047], [0.000, 0.001, -0.001], [-0.150, 0.091, 0.045], [0.004, -0.008, -0.004], [0.000, -0.003, -0.002], [-0.001, 0.005, -0.010], [0.017, -0.028, 0.005]], "s_squared": 2.00, "lumo_ev": [2.18, 2.18], "spin_multiplicity": 3, "charge": -1}

---

| no. | E (eV) |
| --- | --- |
| 1 | -133723.957 |
| 2 | -158908.546 |